No. 1
Density functional theory data (ωB97M-V/def2-TZVPD) for a structure of composition C44H34F12INO2PSnTe in a non-equilibrium geometry.

Calculated values
Charge: +1
2S+1: 1
Relative energy (zero: lowest compared OMol25 entry of this formula, charge and spin), kcal/mol: 24.28
Kohn-Sham gap (spin up / spin down), hartree: 0.073 / 0.073
Largest force on an atom, eV/A: 3.98
HOMO energy (spin up / spin down), eV: -9.03 / -9.03
E_LUMO (spin up / spin down), Eh: -0.2583 / -0.2584

Structure (XYZ):
```
97
C44H34F12INO2PSnTe | OMol25 | ωB97M-V/def2-TZVPD
H 4.916 3.295 3.042
H -3.620 3.073 -5.835
C -2.016 -1.540 2.718
F -1.502 -1.285 1.434
C -1.349 -1.848 -5.940
H 6.561 3.344 1.048
C -0.318 1.332 -4.726
C -5.642 -1.501 -2.032
C 4.670 0.702 0.922
H -5.380 0.120 -0.760
C -1.376 -1.774 5.249
C -2.962 -1.084 -2.765
H 1.773 -5.944 4.227
H 2.884 -0.460 0.715
C -2.709 2.572 -5.547
H 0.605 0.879 -4.296
H -6.076 6.542 3.239
H 0.575 -5.722 2.987
C 0.394 -3.173 3.280
C 0.377 -1.780 3.452
C -2.786 1.445 -4.786
H 3.704 -1.240 3.675
H -3.047 -3.010 -3.726
H 1.895 -4.335 -1.828
H 0.454 -4.185 -7.536
H 2.850 -5.611 -3.879
F 3.432 5.230 3.174
H -2.165 -1.099 -6.050
C -0.944 -1.085 3.770
C 5.220 1.862 1.550
P -1.345 -0.762 -3.449
H -1.555 6.319 1.218
F 4.221 3.361 5.184
C 0.599 -3.196 -3.020
C 1.570 -3.916 3.383
C -0.747 -1.907 -4.704
F 2.716 1.788 5.610
H -2.316 5.451 2.615
F 1.309 5.282 3.614
H 0.716 2.893 -5.897
H -3.715 1.178 -4.300
C -2.417 5.830 1.617
H -3.179 0.833 -1.796
C 1.539 -5.420 3.247
C 0.143 -2.938 -4.357
F -2.414 -2.850 2.773
C 0.511 -3.826 -5.403
C -1.569 0.808 -4.378
F -2.437 -1.143 5.767
C 2.652 0.917 2.300
H 5.311 0.173 0.179
H -6.701 -1.729 -1.805
C -0.235 2.482 -5.546
C -4.940 -2.357 -2.931
Sn -0.175 1.498 2.328
H -5.548 -3.187 -3.352
C 3.408 0.303 1.232
F 2.174 3.926 5.815
O 0.970 2.651 3.643
F -0.322 -1.625 6.071
C 1.599 -1.092 3.270
I -0.410 -2.692 -1.192
C 0.044 -3.600 -6.726
F 2.022 4.484 1.666
C 2.811 -1.825 3.528
F -3.150 -0.798 2.795
H 1.638 -5.480 -5.963
C 1.382 -4.809 -5.155
H 2.283 -5.815 2.498
H 7.205 2.264 2.366
Te -3.938 7.242 1.713
F -1.722 -3.069 5.267
C -3.590 -2.233 -3.227
C -4.941 -0.409 -1.565
C -5.213 5.934 2.904
C 4.450 2.526 2.495
H -2.710 5.037 0.953
H -0.543 -3.722 3.070
C 1.594 -4.162 -2.874
H 7.234 1.819 0.681
C 2.898 3.013 5.107
C 2.251 4.537 3.005
C 2.771 -3.244 3.645
C 3.132 2.120 2.830
C 2.037 -4.934 -3.944
H -5.467 5.013 2.386
C -1.462 3.022 -5.954
C -0.978 -2.686 -6.966
C 2.259 3.043 3.627
O -0.891 0.278 3.908
N 1.640 0.206 2.828
H -1.489 -2.484 -7.942
C -3.659 -0.138 -2.033
H -4.617 5.716 3.816
H -1.444 3.892 -6.618
C 6.654 2.320 1.446
H 3.678 -3.829 3.923
```

***

No. 2
Density functional theory data (ωB97M-V/def2-TZVPD) for an isolated molecule of C3H12P2Si in a non-equilibrium geometry.

Calculated values
Charge: 0
2S+1: 1
SMILES string: C[Si](C)(C)[PH]#[PH2]
Relative energy (zero: lowest compared OMol25 entry of this formula, charge and spin), kcal/mol: 0.00
Kohn-Sham gap, hartree: 0.335
Largest force on an atom, eV/A: 3.56
HOMO energy, eV: -8.22
E_LUMO, Eh: 0.0328

Structure (XYZ):
```
18
C3H12P2Si | OMol25 | ωB97M-V/def2-TZVPD
Si 0.421 0.182 0.122
C 0.903 1.424 -1.359
H 1.017 2.368 -0.929
P -1.736 0.637 0.810
C 0.757 -1.681 -0.523
H -1.933 1.800 0.036
C 1.434 0.451 1.686
H 1.333 -1.661 -1.438
H -4.189 -0.524 -0.320
P -2.818 -0.756 -0.541
H -2.904 -1.869 0.270
H 1.332 -2.101 0.346
H 1.716 -0.555 2.024
H 0.001 1.456 -2.018
H 2.330 1.153 1.527
H -0.234 -2.098 -0.424
H 1.786 0.944 -1.779
H 0.783 0.832 2.509
```

***

No. 3
Density functional theory data (ωB97M-V/def2-TZVPD) for a cluster of 9 separate species, C31H78N4O9 in total in a non-equilibrium geometry.

Calculated values
Charge: 0
2S+1: 1
SMILES string: CC1(C)CCCC(C)(C)N1O.CC1(C)CCCC(C)(C)N1O.NC(N)=O.CCO.CCO.CCO.CCO.CCO.CCO
Relative energy (zero: lowest compared OMol25 entry of this formula, charge and spin), kcal/mol: 97.36
Kohn-Sham gap, hartree: 0.305
Largest force on an atom, eV/A: 4.07
HOMO energy, eV: -7.96
E_LUMO, Eh: 0.0129

Structure (XYZ):
```
122
C31H78N4O9 | OMol25 | ωB97M-V/def2-TZVPD
C -2.750 3.261 -18.959
H 1.229 -0.694 -27.479
H -5.362 5.226 -23.154
H 1.854 1.554 -18.372
C -2.468 5.323 -23.781
C -0.118 1.763 -17.445
H -2.323 3.160 -19.957
H -3.288 4.051 -16.565
H 1.840 1.976 -16.587
H -0.544 0.925 -15.490
H -2.974 5.744 -21.621
C 0.596 -0.025 -21.938
H -1.927 0.643 -18.142
H -6.112 -5.116 -24.452
H 0.898 1.853 -23.762
H 1.441 -0.499 -22.439
C 1.871 -2.180 -26.419
C -4.284 -0.563 -19.360
O -4.266 6.599 -22.899
H 1.429 0.397 -17.076
H 0.928 3.652 -19.010
H -2.012 1.009 -21.314
H -4.564 -5.853 -24.002
C -4.877 -5.887 -26.148
H -2.984 -0.594 -26.324
H -0.016 2.557 -15.427
C -5.075 -5.257 -24.758
O 0.208 3.084 -19.294
H -2.019 6.064 -18.136
H -4.016 -0.442 -22.833
H -2.737 2.198 -23.947
C -3.406 0.043 -23.595
C -6.252 4.116 -21.783
H -2.476 -6.917 -27.797
O 0.996 -2.895 -26.847
C -2.209 3.895 -16.537
H -5.331 3.732 -21.345
H -1.029 2.217 -22.126
H -1.705 5.884 -24.320
H -1.966 4.421 -23.431
C -7.586 -0.936 -22.833
H -3.657 1.927 -22.737
H -0.916 -4.765 -27.831
H -5.756 -0.677 -20.647
H -0.512 0.343 -19.180
O -5.547 -5.086 -27.179
H -6.822 5.128 -19.833
H -3.121 -1.259 -17.666
H 0.948 0.871 -21.427
H -6.952 0.856 -22.725
C -3.075 -2.387 -24.071
O -5.594 -0.911 -19.730
H 2.472 -3.527 -25.321
H -2.471 7.156 -22.528
C -0.843 0.531 -18.158
C -2.105 -0.733 -25.695
H -0.585 -0.419 -17.689
H -5.551 5.665 -20.587
N -1.052 -1.026 -23.432
H -5.812 -5.686 -27.880
H -5.386 -6.849 -26.094
H -0.406 1.631 -24.802
H -4.682 -4.246 -24.651
C -4.144 -1.266 -18.042
O -0.122 -1.981 -23.868
C 1.365 1.434 -17.405
H 3.638 -2.196 -25.391
H -0.689 -7.158 -27.890
H -1.445 -7.497 -26.513
H -9.152 -1.130 -21.457
C -2.913 6.164 -22.625
H 0.291 -1.503 -24.591
H -0.458 5.553 -17.684
H -3.183 2.354 -18.539
H 2.838 -0.510 -26.572
H -4.287 0.526 -19.317
H -1.386 -1.353 -26.230
H -4.110 0.226 -24.407
H -1.740 4.655 -15.912
O -6.835 0.074 -22.181
H -1.823 0.314 -25.800
H -3.364 4.978 -24.297
H -2.940 1.947 -16.145
C -2.393 -1.015 -24.174
H -8.089 -2.459 -21.137
H -1.001 5.452 -19.432
C -0.652 1.882 -16.000
N 2.705 -2.563 -25.512
H -8.038 -0.412 -23.676
H -0.013 -4.232 -26.020
C -1.657 3.836 -18.032
O -0.298 -5.146 -25.952
H 0.147 -0.732 -21.241
H -2.350 2.902 -14.858
C -1.516 -6.754 -27.307
C -2.782 1.439 -23.165
N -0.379 3.027 -18.091
H -4.732 -0.892 -17.204
C -1.292 -5.258 -26.934
C 0.242 1.066 -24.132
C -6.545 5.321 -20.870
H -4.409 -2.322 -18.105
H 0.930 0.436 -24.697
H -7.040 6.152 -21.372
H -2.494 -3.050 -24.712
H -2.934 -2.846 -23.093
H -2.076 -4.746 -26.376
C -2.077 2.545 -15.851
C -1.514 1.249 -22.253
N 1.992 -0.969 -26.877
H -4.134 -2.441 -24.322
O -6.070 4.579 -23.108
H -7.076 3.403 -21.788
H -6.891 -1.625 -23.312
H -4.365 7.356 -22.317
H -3.876 -6.149 -26.490
H -3.675 3.826 -19.067
H -9.046 -2.553 -22.558
C -8.490 -1.845 -21.944
C -0.498 0.266 -22.935
H -3.679 -0.909 -20.198
C -1.262 5.319 -18.382
```

***

No. 4
Density functional theory data (ωB97M-V/def2-TZVPD) for an isolated molecule of C2H3NO2.

Calculated values
Charge: 0
2S+1: 1
SMILES string: O=CNC=O
Relative energy (zero: lowest compared OMol25 entry of this formula, charge and spin), kcal/mol: 8.26
Kohn-Sham gap, hartree: 0.412
Largest force on an atom, eV/A: 0.58
HOMO energy, eV: -10.52
E_LUMO, Eh: 0.0249

Structure (XYZ):
```
8
C2H3NO2 | OMol25 | ωB97M-V/def2-TZVPD
H -2.095 -0.464 0.076
C 1.184 0.227 0.038
H -0.257 -0.226 1.531
O -0.977 0.112 -1.519
O 1.822 1.117 0.525
C -1.118 -0.195 -0.357
N -0.072 -0.213 0.537
H 1.512 -0.358 -0.831
```

***

No. 5
Density functional theory data (ωB97M-V/def2-TZVPD) for a cluster of 2 separate species, C4H9NO in total in a non-equilibrium geometry.

Calculated values
Charge: 0
2S+1: 1
Relative energy (zero: lowest compared OMol25 entry of this formula, charge and spin), kcal/mol: 194.51
Kohn-Sham gap, hartree: 0.216
Largest force on an atom, eV/A: 6.23
HOMO energy, eV: -7.67
E_LUMO, Eh: -0.0661

Structure (XYZ):
```
15
C4H9NO | OMol25 | ωB97M-V/def2-TZVPD
H 0.619 -1.928 0.934
H -1.949 -0.084 1.773
H -0.085 1.461 -2.347
H -1.888 0.292 0.002
H -2.569 0.106 -0.503
H -1.368 1.607 1.022
O 1.038 -0.822 -1.320
C 0.810 -0.900 1.567
C -1.283 0.478 0.910
H 1.941 -0.767 1.792
C -0.319 1.164 -1.379
C 0.284 0.017 -0.804
H -0.496 2.042 -0.738
H 0.345 -0.924 2.661
N 0.027 0.031 0.599
```

***

No. 6
Density functional theory data (ωB97M-V/def2-TZVPD) for the ion C5H10NO with charge +1 in a non-equilibrium geometry.

Calculated values
Charge: +1
2S+1: 1
SMILES string: [NH3+]/C=C/CCC=O
Relative energy (zero: lowest compared OMol25 entry of this formula, charge and spin), kcal/mol: 71.13
Kohn-Sham gap, hartree: 0.333
Largest force on an atom, eV/A: 2.48
HOMO energy, eV: -13.36
E_LUMO, Eh: -0.1575

Structure (XYZ):
```
17
C5H10NO | OMol25 | ωB97M-V/def2-TZVPD
H -0.871 1.143 1.901
H 1.342 0.683 1.318
H 2.852 -1.126 0.724
C -1.607 1.242 -0.023
O -1.348 -0.510 -1.668
H -1.223 -0.499 1.244
H 1.024 -0.649 -1.433
C 0.651 0.176 0.647
H 2.754 -1.839 -0.753
H -2.550 1.617 0.381
C -0.777 0.472 1.050
H -2.465 1.126 -2.007
C 1.054 -0.611 -0.356
H 1.809 -2.357 0.525
C -1.820 0.539 -1.322
H -1.027 2.137 -0.282
N 2.201 -1.544 0.054
```